1.
This record from the Open Molecules 2025 dataset describes a cluster of 3 separate species, CH2N3O4 in total. The level of theory is ωB97M-V/def2-TZVPD.

XYZ file:
```
10
Properties=species:S:1:pos:R:3:forces:R:3:mulliken_charge:R:1
C -1.152750 -1.541538 -2.595847 1.12 -1.85 -0.44 0.81
N -0.126869 -0.828012 -0.381210 -1.58 1.97 -0.92 -0.60
N -1.002286 0.526743 -1.682598 1.05 -3.06 1.82 -0.49
N -0.788720 1.743276 -1.436084 0.13 0.71 1.13 1.08
O -0.015908 -1.682252 -2.821748 -0.80 0.45 -0.75 -0.39
O -2.279128 -1.773764 -2.398878 -0.31 0.60 -0.04 -0.44
O -1.361047 2.482640 -2.274979 0.17 0.63 -0.16 -0.71
O -0.154867 2.188604 -0.444772 -0.12 -0.20 -0.49 -0.72
H -1.051862 -1.310072 -0.243855 1.01 0.87 0.37 0.20
H 0.082536 -0.253095 0.453900 -0.66 -0.12 -0.52 0.26
```
Positions in Å, forces in eV/Å.

Results
**Energy relative to the best compared isomer or geometry (same formula, charge and spin)**: 259.6 kJ/mol
**Total charge**: -1
**Highest occupied orbital energy (spin up / spin down)**: -4.6 / -4.7 eV
**Gap between HOMO and LUMO (spin up / spin down)**: 8.39 / 8.47 eV
**Lowest unoccupied orbital energy (spin up / spin down)**: 3.754 / 3.769 eV
**Total energy**: -504.4001 hartree

---

2.
This record from the Open Molecules 2025 dataset describes a structure of composition C19H20F9O2Tl. The level of theory is ωB97M-V/def2-TZVPD.

XYZ file:
```
51
Properties=species:S:1:pos:R:3:forces:R:3:mulliken_charge:R:1
Tl 1.085568 0.841259 -0.278336 0.95 -0.87 0.07 1.06
C -2.403674 1.505214 -0.620968 -1.43 -2.28 0.84 0.26
C -1.508011 1.908291 -1.645496 1.31 -1.72 -2.59 -0.51
C -1.212116 0.762073 -2.443130 -0.02 2.49 0.38 -0.88
H -1.105179 2.901101 -1.755389 0.05 -0.20 -0.19 0.45
C -1.960624 -0.329794 -1.921061 -0.94 0.06 1.02 0.10
C -2.672949 0.123855 -0.765228 0.21 1.11 -0.51 -0.95
H -3.339214 -0.448617 -0.135709 0.21 -0.06 -0.04 0.41
H -2.812191 2.133337 0.155966 0.10 -0.15 -0.13 0.38
H -0.537430 0.722240 -3.301626 -0.24 -0.01 0.48 0.29
H -2.063389 -1.315161 -2.368176 0.31 0.19 0.19 0.42
C 0.325287 -0.026052 2.653848 0.20 -0.25 0.03 -0.51
C -1.002625 -0.421936 2.393999 0.27 -0.66 0.09 -0.19
C -0.971330 -1.708340 1.785766 1.05 0.25 0.46 -1.05
H -1.900109 0.111608 2.694356 0.13 0.08 -0.19 0.38
C 0.395390 -2.097413 1.662286 -0.42 0.44 0.43 0.38
C 1.209281 -1.046613 2.184251 -0.93 -0.30 -0.03 -1.33
H 2.294818 -1.041923 2.232838 -0.12 0.01 0.05 0.40
H 0.614241 0.872504 3.194815 0.03 -0.19 -0.36 0.47
H -1.830566 -2.317826 1.537372 -0.02 0.02 -0.16 0.40
H 0.743680 -3.065583 1.314256 0.00 0.23 -0.21 0.34
O 1.034235 -1.143035 -1.558423 0.35 -0.81 -0.82 -0.55
C 1.306213 -4.130303 -1.618010 -0.06 -0.07 0.19 0.79
C 2.221940 -3.180315 -2.243286 0.45 0.58 -0.08 -1.00
C -0.053678 -4.287130 -2.138270 -0.73 -0.10 0.00 -0.96
C 1.776315 -4.995908 -0.521973 -0.04 -0.24 0.47 -1.49
C 2.244962 -1.818627 -1.467401 -1.19 0.72 0.23 -0.21
H 1.924950 -2.998802 -3.290087 0.05 0.21 0.23 0.28
H 3.237676 -3.605800 -2.266449 0.14 0.08 0.05 0.41
H 2.430961 -2.002099 -0.383145 0.44 -0.37 -0.33 0.10
H 3.084234 -1.198663 -1.856705 0.17 -0.22 -0.02 0.16
H -0.056015 -4.949558 -3.025826 -0.17 0.02 -0.05 0.27
H -0.490984 -3.320109 -2.438094 0.21 -0.24 0.13 0.00
H -0.699153 -4.752398 -1.375499 0.00 0.15 -0.29 0.36
H 2.306950 -5.885350 -0.911713 0.06 -0.05 0.07 0.38
H 0.923475 -5.363206 0.074075 0.35 0.09 -0.06 0.36
H 2.476600 -4.475972 0.153312 -0.21 -0.11 -0.18 0.33
F -2.391690 3.608553 2.373220 0.98 0.41 0.28 -0.27
C -1.057123 3.729566 2.649457 0.71 -0.60 -0.20 0.56
F -0.874364 4.864667 3.361407 -0.23 0.04 0.14 -0.31
F -0.762509 2.690858 3.470799 -0.06 1.18 -0.75 -0.22
C -0.216222 3.666962 1.257026 -0.66 -1.38 -0.58 0.86
O -0.370515 2.427832 0.849269 -0.37 0.95 0.20 -1.21
C -0.927661 4.674177 0.252432 -0.08 -0.13 -0.10 0.39
F -1.103422 5.905191 0.794375 -0.05 0.00 -0.39 -0.32
F -0.208194 4.828551 -0.903082 -0.64 0.15 0.84 -0.28
F -2.156577 4.224523 -0.122516 0.99 0.82 0.28 -0.22
C 1.354761 4.029556 1.223453 -0.05 -0.67 -0.02 0.19
F 1.607551 5.343113 1.398836 0.18 0.03 0.12 -0.31
F 2.055860 3.337350 2.160089 -0.62 0.63 -0.55 -0.24
F 1.906398 3.684526 0.004199 -0.64 0.72 1.54 -0.19
```
Positions in Å, forces in eV/Å.

Results
**Energy relative to the best compared isomer or geometry (same formula, charge and spin)**: 26.2 kJ/mol
**Total charge**: -2
**Highest occupied orbital energy (spin up / spin down)**: -0.1 / -0.1 eV
**Gap between HOMO and LUMO (spin up / spin down)**: 4.81 / 4.45 eV
**Lowest unoccupied orbital energy (spin up / spin down)**: 4.714 / 4.357 eV
**Total energy**: -1957.5972 hartree